Formula: H14O7
Source: the OMol25 dataset
Level of theory: ωB97M-V/def2-TZVPD

Each line ends with the Löwdin charge.
CARTESIAN COORDINATES (ANGSTROEM)
O  -1.0265  1.5785  -2.4785  -0.0356
H  -1.8315  1.1355  -2.7775  0.0449
H  -0.5555  0.8565  -2.1485  -0.0575
O  0.2855  -1.8755  1.4765  -0.0273
H  0.4205  -1.9145  2.4055  0.0499
H  -0.6315  -2.0495  1.2475  0.0611
O  1.4895  1.7635  0.3755  -0.0501
H  1.0315  2.5715  0.1095  0.0723
H  2.3305  2.1515  0.6595  0.0705
O  2.2165  0.6985  2.8435  -0.0834
H  2.0355  0.4265  1.9115  0.0171
H  1.3455  1.0735  3.0655  0.0418
O  -1.3145  0.5185  1.3375  -0.0324
H  -1.0405  1.3085  0.9375  -0.0076
H  -0.6995  -0.0155  0.8345  -0.0352
O  -1.9875  -2.5095  -2.5035  -0.0087
H  -1.3285  -2.1835  -1.9365  -0.0223
H  -1.9375  -1.9785  -3.2715  0.0157
O  0.1435  -0.4765  -0.9735  -0.0347
H  0.2235  -1.1995  -0.3585  0.0133
H  0.8315  0.1195  -0.7565  0.0083

Calculated values
Structure (SMILES) = O.O.O.O.O.O.O
E_HOMO = -11.3593 eV
Spin multiplicity = 1
Relative energy (zero: lowest compared OMol25 entry of this formula, charge and spin) = 192.8 kJ/mol



Formula: H14O7
Source: the OMol25 dataset
Level of theory: ωB97M-V/def2-TZVPD

Each line ends with the Löwdin charge.
CARTESIAN COORDINATES (ANGSTROEM)
O  0.4548  0.6044  -0.7472  -0.0934
H  0.7661  -0.0778  -1.3423  0.0012
H  -0.4658  0.2079  -0.4499  0.0947
O  3.8339  -1.0987  0.6044  -0.0534
H  2.9793  -0.7921  1.0306  0.0668
H  4.2263  -1.4009  1.3848  -0.0083
O  -1.1151  -2.0427  -1.1053  -0.0277
H  -0.9239  -2.9827  -0.9511  0.0719
H  -1.0251  -2.0436  -2.0161  0.0192
O  1.5901  3.2266  1.5876  -0.0689
H  1.0623  2.8199  2.3073  0.0484
H  1.2753  2.9397  0.7317  0.0058
O  -4.6202  -1.1317  1.5828  -0.0853
H  -3.8539  -0.4681  1.7589  0.0895
H  -4.4842  -1.9184  2.0717  -0.0044
O  1.4479  -2.1881  -0.8397  -0.0478
H  0.6828  -1.8777  -0.4050  -0.0357
H  1.8089  -2.7827  -0.1841  0.0431
O  -1.5430  3.4920  -1.7155  -0.0740
H  -1.3966  4.4604  -1.5630  0.0600
H  -0.6999  3.0545  -1.7406  -0.0017

Calculated values
Structure (SMILES) = O.O.O.O.O.O.O
E_HOMO = -11.2215 eV
Spin multiplicity = 1
Relative energy (zero: lowest compared OMol25 entry of this formula, charge and spin) = 266.4 kJ/mol



Formula: H14O7
Source: the OMol25 dataset
Level of theory: ωB97M-V/def2-TZVPD

Each line ends with the Löwdin charge.
CARTESIAN COORDINATES (ANGSTROEM)
O  -23.2151  6.5375  -9.6793  -0.0407
H  -23.7083  7.3374  -9.7272  -0.0203
H  -23.7180  5.9052  -10.2020  0.0621
O  -24.6958  8.7744  -9.0762  -0.0698
H  -25.2034  8.4472  -8.3417  -0.0125
H  -24.5929  9.7420  -8.9665  0.0632
O  -25.9143  7.7258  -6.9543  -0.0407
H  -26.3659  8.3234  -6.3274  0.0841
H  -25.2705  7.2032  -6.4614  0.0565
O  -22.8234  10.5095  -11.0153  -0.0213
H  -22.6464  9.7516  -11.5578  0.0368
H  -22.2373  10.4694  -10.2862  0.0183
O  -24.0396  5.0563  -7.5823  -0.0671
H  -24.6745  4.3485  -7.8549  0.0658
H  -24.0442  5.7770  -8.1858  -0.0493
O  -22.7405  8.9584  -7.2903  -0.0829
H  -23.3550  8.7840  -8.0442  -0.0307
H  -22.1818  8.1710  -7.3543  0.0369
O  -24.2664  12.3102  -8.7034  -0.0398
H  -23.6394  12.2866  -9.4454  0.0311
H  -24.9077  12.9714  -8.8969  0.0201

Calculated values
Structure (SMILES) = O.O.O.O.O.O.O
E_HOMO = -10.8274 eV
Spin multiplicity = 1
Relative energy (zero: lowest compared OMol25 entry of this formula, charge and spin) = 146.3 kJ/mol



Formula: H14O7
Source: the OMol25 dataset
Level of theory: ωB97M-V/def2-TZVPD

Each line ends with the Löwdin charge.
CARTESIAN COORDINATES (ANGSTROEM)
O  -1.6484  0.0353  -1.6516  -0.0429
H  -1.5454  -0.0047  -2.6216  0.1123
H  -2.5564  0.2563  -1.3966  0.1015
O  -2.1104  -2.2697  -0.3676  -0.0282
H  -2.8384  -2.5927  -0.8636  0.0330
H  -1.7984  -1.5067  -0.8416  -0.0286
O  -1.4244  2.1813  0.7284  -0.0536
H  -0.9794  1.6263  0.1154  -0.0549
H  -1.1614  3.0103  0.3014  0.0479
O  2.5756  -0.3157  2.3424  -0.0106
H  1.6596  -0.3417  2.2594  -0.0443
H  2.9556  0.1583  1.6184  0.0151
O  0.5826  0.5653  -0.3506  -0.0717
H  -0.0984  0.2943  -0.9846  0.0014
H  0.4696  -0.1307  0.3324  0.0332
O  3.2586  0.8203  -1.0356  -0.0550
H  2.3696  1.1503  -0.8466  -0.0056
H  3.3926  1.4343  -1.7326  0.0079
O  -0.0144  -1.5717  1.5894  -0.0312
H  -0.2834  -1.1757  2.3964  0.0437
H  -0.8054  -1.6227  1.0084  0.0304

Calculated values
Structure (SMILES) = O.O.O.O.O.O.O
E_HOMO = -10.7270 eV
Spin multiplicity = 1
Relative energy (zero: lowest compared OMol25 entry of this formula, charge and spin) = 191.8 kJ/mol



Formula: H14S7
Source: the OMol25 dataset
Level of theory: ωB97M-V/def2-TZVPD

Each line ends with the Löwdin charge.
CARTESIAN COORDINATES (ANGSTROEM)
S  -0.5224  -5.2001  1.0861  0.4627
H  -1.4574  -6.1259  0.8447  -0.2275
H  -1.4020  -4.2415  1.3860  -0.2334
S  -4.0117  1.8370  1.4782  0.4649
H  -5.1234  1.5519  2.1667  -0.2255
H  -3.7293  0.5739  1.1842  -0.2391
S  0.2650  5.5144  1.9561  0.4701
H  -0.9572  4.9749  1.8594  -0.2297
H  0.6726  4.4661  2.6629  -0.2320
S  2.6122  2.3960  -1.0868  0.4615
H  1.6298  3.1331  -0.5496  -0.2444
H  3.5508  3.2409  -0.6442  -0.2251
S  -4.2414  0.9481  -4.8794  0.4586
H  -4.6394  2.1361  -4.4007  -0.2269
H  -3.6946  0.6391  -3.6957  -0.2317
S  4.7637  0.4520  3.6651  0.4604
H  3.6284  -0.1011  3.2375  -0.2331
H  5.5016  -0.1542  2.7285  -0.2279
S  2.9442  -5.2569  -3.1551  0.4716
H  1.9890  -5.9776  -3.7211  -0.2400
H  2.2216  -4.8062  -2.1227  -0.2335

Calculated values
Structure (SMILES) = S.S.S.S.S.S.S
E_HOMO = -9.7008 eV
Spin multiplicity = 1
Relative energy (zero: lowest compared OMol25 entry of this formula, charge and spin) = 25.0 kJ/mol



Formula: H15O7S
Source: the OMol25 dataset
Level of theory: ωB97M-V/def2-TZVPD

Each line ends with the Löwdin charge.
CARTESIAN COORDINATES (ANGSTROEM)
S  -2.2897  0.7835  -0.2870  -0.0442
H  -3.2273  -0.1771  -0.5608  -0.3808
H  -1.3357  0.9128  -2.4466  -0.0956
H  -1.1606  0.4246  -3.8221  0.0496
O  -0.5838  0.7419  -3.0779  -0.1632
H  0.9945  1.3475  -1.2514  0.0166
H  1.3034  1.5513  0.2656  -0.0140
O  1.6988  1.4258  -0.5978  -0.0725
H  3.3161  0.5407  0.4498  0.0359
H  2.4478  -0.6491  1.0966  0.0090
O  3.3557  -0.3693  0.8559  -0.1073
H  -0.1116  -1.5457  1.7078  0.0112
H  -0.1839  -1.1271  3.2202  0.0170
O  0.3376  -1.0691  2.4378  -0.0637
H  -0.6864  -2.6818  -0.1271  0.0709
H  -1.9535  -1.9032  0.3323  -0.0621
O  -1.3944  -2.6043  0.6192  -0.1200
H  0.4081  1.4898  2.4836  0.0313
H  -0.5137  2.2591  1.5122  0.0102
O  0.4105  2.1830  1.8121  -0.0825
H  0.2169  -1.1320  -2.0745  -0.0159
H  1.1551  -0.9590  -0.9811  0.0307
O  0.6715  -1.6689  -1.4509  -0.0606

Calculated values
E_HOMO = -4.0971 eV
Net charge = -1
Spin multiplicity = 1
Relative energy (zero: lowest compared OMol25 entry of this formula, charge and spin) = 51.2 kJ/mol



Formula: H15O8
Source: the OMol25 dataset
Level of theory: ωB97M-V/def2-TZVPD

Each line ends with the Löwdin charge.
CARTESIAN COORDINATES (ANGSTROEM)
O  -0.4647  -0.2122  0.0704  -0.4294
H  -0.0133  -0.3022  0.9848  0.0546
O  -0.9034  1.5037  -2.2232  -0.1261
H  -0.0312  1.7924  -2.6110  0.0475
H  -0.6260  0.6525  -1.7284  0.0293
O  -2.5097  1.2962  0.9655  -0.1177
H  -1.6180  0.9794  0.8154  -0.0560
H  -2.5255  2.1909  0.4568  0.0735
O  3.1546  0.6101  1.7320  -0.1914
H  2.3354  0.9998  1.1897  0.0238
H  3.5788  -0.2759  1.4350  0.0546
O  1.2444  2.0465  0.5552  -0.0059
H  0.5563  1.4424  0.3908  -0.0277
H  0.8452  2.8180  0.8999  0.0490
O  -1.0959  -2.5237  1.3258  0.0154
H  -0.8727  -1.6669  1.0120  -0.0437
H  -1.2602  -2.9797  0.6200  -0.0834
O  1.8181  -1.0629  -1.0816  -0.0430
H  1.0550  -0.8274  -0.6412  -0.0913
H  2.2146  -1.2783  -0.2327  0.0160
O  -1.8698  -1.6147  -1.5961  -0.0843
H  -1.2960  -1.1095  -0.8661  0.0110
H  -1.7161  -2.4785  -1.4731  -0.0748

Calculated values
E_HOMO = -6.6274 eV
Net charge = -1
Spin multiplicity = 1
Relative energy (zero: lowest compared OMol25 entry of this formula, charge and spin) = 301.5 kJ/mol



Formula: H16HgO8
Source: the OMol25 dataset
Level of theory: ωB97M-V/def2-TZVPD

Each line ends with the Löwdin charge.
CARTESIAN COORDINATES (ANGSTROEM)
Hg  9.6710  -18.2120  -34.6540  1.2378
O  9.8720  -16.9190  -32.7300  -0.0701
H  9.5830  -16.0410  -32.5400  0.0682
H  9.6450  -17.4610  -31.9460  0.0850
O  10.6020  -19.6150  -32.6100  -0.0399
H  10.0740  -20.1230  -31.9970  0.0735
H  11.3830  -20.0790  -32.8740  0.0522
O  9.4570  -18.1460  -37.0390  -0.0364
H  8.5290  -18.3240  -37.0890  0.0549
H  9.5150  -17.2350  -37.3500  0.0770
O  7.9610  -16.4510  -34.9160  -0.0593
H  7.9890  -15.9070  -34.1240  0.0605
H  7.0320  -16.7140  -34.9370  0.0885
O  10.7680  -16.1860  -35.4420  -0.0570
H  10.4650  -15.2510  -35.4510  0.1147
H  11.6720  -16.1750  -35.6450  0.0407
O  12.0730  -18.6670  -34.9590  -0.0339
H  12.5170  -19.4770  -34.8380  0.0523
H  12.7490  -18.0370  -35.2650  0.0950
O  7.7500  -18.7880  -33.2290  -0.0380
H  7.6430  -19.6250  -32.8310  0.0559
H  7.3450  -18.2780  -32.5590  0.0614
O  9.1640  -20.5010  -35.2790  -0.0488
H  9.5510  -21.2840  -34.9190  0.0644
H  8.2340  -20.7920  -35.3700  0.1011

Calculated values
E_HOMO = -19.0420 eV
Net charge = +2
Spin multiplicity = 1
Relative energy (zero: lowest compared OMol25 entry of this formula, charge and spin) = 91.3 kJ/mol



Formula: H16Kr3O8
Source: the OMol25 dataset
Level of theory: ωB97M-V/def2-TZVPD

Each line ends with the Löwdin charge.
CARTESIAN COORDINATES (ANGSTROEM)
Kr  0.0130  -1.0674  0.0615  0.2865
Kr  2.5836  -4.0953  -0.4073  0.0309
Kr  1.5999  -2.0451  -3.2845  0.0682
O  -3.2055  -0.9541  -1.0894  -0.0592
H  -3.0471  -1.8977  -1.1177  0.0603
H  -4.1513  -0.8659  -1.2078  0.0709
O  3.4289  -0.5427  0.2278  -0.0943
H  2.7286  -0.1936  -0.3235  -0.0299
H  4.0665  -0.8989  -0.3910  0.0254
O  0.3760  2.4496  0.4948  -0.0651
H  -0.4570  2.0407  0.7296  -0.0146
H  0.7262  2.7742  1.3244  0.0253
O  -1.4440  0.3460  -3.0199  -0.0576
H  -1.1054  -0.4213  -3.4814  0.0250
H  -1.9640  -0.0157  -2.3023  -0.0150
O  -2.2412  1.2473  0.6855  -0.0726
H  -2.5575  0.5112  0.1618  -0.0261
H  -2.8279  1.9701  0.4626  0.0573
O  1.7986  1.7268  3.0315  -0.0471
H  1.6503  1.2051  2.2427  0.0085
H  2.7511  1.7933  3.0996  0.0433
O  0.9221  1.5151  -2.2064  -0.1009
H  0.0654  1.1222  -2.3736  -0.0473
H  0.9353  1.6691  -1.2617  -0.0375
O  0.1628  -2.3764  3.3729  -0.0730
H  -0.2153  -2.9775  2.7310  0.0082
H  -0.5920  -2.0190  3.8407  0.0305

Calculated values
E_HOMO = -10.1167 eV
Spin multiplicity = 1



Formula: H16LiO8
Source: the OMol25 dataset
Level of theory: ωB97M-V/def2-TZVPD

Each line ends with the Löwdin charge.
CARTESIAN COORDINATES (ANGSTROEM)
Li  0.3235  0.1938  -0.0099  0.6895
O  0.2735  -3.3972  1.1781  -0.0593
H  0.0465  -4.0182  0.4761  0.0433
H  0.2355  -2.4922  0.8161  -0.0311
O  -0.4695  1.8358  1.1071  -0.0656
H  -0.6025  2.6388  0.6471  0.0459
H  -1.3195  1.5778  1.5281  0.0817
O  0.0885  1.2998  -1.8629  -0.0389
H  -0.7065  1.6458  -2.2139  0.0476
H  0.5015  0.7838  -2.5239  0.0289
O  -3.0575  1.3058  -0.4889  -0.0436
H  -3.2465  1.8318  0.2531  0.0070
H  -2.4835  0.5378  -0.2849  -0.0284
O  -1.5045  -0.8262  -0.1349  -0.0684
H  -1.7875  -1.3292  0.6731  0.1297
H  -1.8375  -1.2322  -0.9149  0.0752
O  1.2875  -1.1932  -1.1339  -0.0612
H  0.7735  -1.6742  -1.7729  0.0655
H  1.9835  -0.7852  -1.6559  0.0746
O  1.1875  -0.8462  1.6951  -0.0536
H  2.0215  -0.7822  1.2261  0.0452
H  1.3295  -0.3902  2.5011  0.0572
O  2.1675  1.4528  0.2311  -0.0693
H  2.8995  1.7948  -0.2689  0.0627
H  1.8955  2.0688  0.9341  0.0655

Calculated values
E_HOMO = -14.1929 eV
Net charge = +1
Spin multiplicity = 1
Relative energy (zero: lowest compared OMol25 entry of this formula, charge and spin) = 51.2 kJ/mol